No. 1
A cluster of 5 separate species, C35H66F3N6O5PS in total at a distorted geometry. Source: OMol25; level of theory: the ωB97M-V functional and the def2-TZVPD basis.

XYZ file:
```
117
Properties=species:S:1:pos:R:3
C 2.12 -2.55 -7.73
C 2.29 -2.36 -6.34
C 2.55 -2.24 -4.70
C 2.86 -0.72 -4.18
C 1.55 0.17 -3.77
C 0.42 -0.65 -2.88
C -0.95 -1.11 -3.65
P -1.37 -0.71 -5.48
S -1.21 -2.24 -6.67
C -2.04 -1.98 -2.75
C -3.40 -2.49 -3.54
C -4.61 -1.42 -3.26
C -4.10 -0.05 -2.45
C -1.76 -2.35 -1.14
C -2.80 -3.23 -0.21
O -4.22 -2.99 -0.47
C -5.02 -4.22 -0.42
F -4.61 -5.28 -1.38
F -6.44 -3.87 -0.78
F -5.05 -4.79 0.95
C -0.33 -1.83 -0.45
N -0.12 -2.21 0.99
C 1.20 -1.76 1.54
C 2.27 -0.94 0.63
C 3.72 -0.54 1.37
N 2.12 -0.49 -0.80
C 0.78 -0.99 -1.28
H 1.73 -3.04 -8.75
H 3.54 -2.87 -4.50
H 1.70 -2.80 -4.12
H 3.45 -0.18 -5.07
H 3.63 -0.78 -3.28
H 1.06 0.75 -4.70
H 1.94 1.04 -3.06
H -2.77 -0.26 -5.49
H -0.61 0.38 -6.04
H -3.72 -3.51 -3.00
H -3.23 -2.77 -4.66
H -5.19 -1.17 -4.25
H -5.42 -1.91 -2.53
H -5.09 0.60 -2.33
H -3.33 0.58 -3.07
H -3.75 -0.28 -1.35
H -2.64 -3.00 0.95
H -2.46 -4.36 -0.34
H 1.49 -2.03 2.65
H 4.55 -0.96 0.63
H 3.84 0.61 1.55
H 3.81 -1.20 2.35
C -0.11 3.01 -10.37
C 0.37 1.60 -10.04
C -0.66 0.50 -10.37
O -1.73 0.39 -9.44
C -2.79 1.31 -9.65
N 0.76 1.56 -8.62
H -0.85 3.38 -9.66
H 0.73 3.71 -10.36
H -0.55 3.04 -11.38
H 1.26 1.41 -10.65
H -0.14 -0.47 -10.34
H -1.04 0.61 -11.40
H -2.96 1.51 -10.71
H -2.60 2.24 -9.12
H -3.71 0.88 -9.23
H 1.16 0.64 -8.42
H -0.10 1.57 -8.07
C -0.41 -3.92 5.13
C -0.01 -2.52 5.59
C -1.06 -1.84 6.49
O -2.20 -1.32 5.80
C -3.20 -2.29 5.52
N 0.29 -1.69 4.40
H -1.18 -3.90 4.35
H 0.45 -4.44 4.71
H -0.78 -4.51 5.97
H 0.91 -2.62 6.17
H -0.59 -0.97 6.97
H -1.38 -2.50 7.31
H -3.29 -3.03 6.31
H -3.00 -2.77 4.56
H -4.16 -1.77 5.43
H 0.64 -0.79 4.71
H -0.61 -1.47 3.96
C 7.03 5.03 1.79
C 7.51 3.62 2.13
C 6.48 2.52 1.79
O 5.40 2.41 2.73
C 4.34 3.33 2.52
N 7.90 3.58 3.55
H 6.29 5.40 2.50
H 7.87 5.73 1.81
H 6.59 5.06 0.79
H 8.40 3.43 1.52
H 6.99 1.55 1.83
H 6.09 2.63 0.77
H 4.18 3.53 1.45
H 4.54 4.26 3.05
H 3.43 2.90 2.93
H 8.30 2.66 3.75
H 7.04 3.59 4.10
C -2.46 3.66 8.55
C -2.84 2.32 7.92
C -3.40 1.30 8.94
O -2.41 0.68 9.75
C -2.01 1.44 10.88
N -1.68 1.78 7.20
H -1.53 3.61 9.12
H -2.31 4.42 7.77
H -3.25 4.02 9.21
H -3.63 2.53 7.19
H -3.88 0.49 8.37
H -4.19 1.75 9.56
H -2.84 2.01 11.31
H -1.18 2.10 10.62
H -1.65 0.74 11.65
H -1.96 0.93 6.71
H -1.02 1.44 7.91
```

Computed properties:
Molecular weight ... 771.0 Da
DFT total energy ... -3116.2754 a.u.
HOMO energy ... -8.1 eV
HOMO-LUMO gap ... 6.7 eV
Strongest force on any atom ... 9.8 eV Å⁻¹

These are the Mulliken partial charges, in e, on atoms 1 to 99: C -0.637; C -0.054; C -0.200; C -0.645; C -0.845; C 0.263; C 0.302; P 0.374; S -0.352; C -0.117; C -0.623; C -0.383; C -0.777; C 0.134; C -0.378; O -0.203; C 0.775; F -0.234; F -0.256; F -0.235; C -0.238; N -0.381; C -0.387; C 0.594; C -0.825; N -0.396; C 0.572; H 0.310; H 0.327; H 0.233; H 0.363; H 0.306; H 0.409; H 0.325; H 0.047; H -0.091; H 0.029; H 0.322; H 0.334; H 0.181; H 0.360; H 0.185; H 0.161; H 0.127; H 0.318; H 0.215; H 0.271; H 0.129; H 0.313; C -1.429; C 0.292; C -0.683; O -0.245; C -0.746; N -0.694; H 0.264; H 0.359; H 0.353; H 0.430; H 0.314; H 0.415; H 0.329; H 0.260; H 0.242; H 0.269; H 0.275; C -1.414; C -0.014; C -0.500; O -0.298; C -0.607; N -0.441; H 0.198; H 0.377; H 0.373; H 0.376; H 0.270; H 0.397; H 0.357; H 0.052; H 0.259; H 0.266; H 0.285; C -1.377; C 0.331; C -0.660; O -0.394; C -0.755; N -0.738; H 0.272; H 0.348; H 0.340; H 0.400; H 0.335; H 0.415; H 0.335; H 0.281; H 0.268; H 0.273

***

No. 2
A cluster of 12 separate species, C35H69N8O29P in total at a distorted geometry. Source: OMol25; level of theory: the ωB97M-V functional and the def2-TZVPD basis.

XYZ file:
```
142
Properties=species:S:1:pos:R:3
C -5.06 -1.06 -2.41
N -4.89 0.44 -2.60
O -3.93 0.84 -3.22
O -5.78 1.18 -2.11
H -4.02 -1.38 -2.39
H -5.71 -1.50 -3.17
H -5.54 -1.09 -1.43
C 0.84 0.24 0.43
N -0.13 -0.74 -0.09
O -1.11 -0.36 -0.68
O 0.29 -1.87 -0.04
H 0.83 1.16 -0.17
H 1.83 -0.22 0.41
H 0.61 0.40 1.48
C 2.58 2.84 3.84
N 3.68 2.31 3.03
O 4.51 3.18 2.76
O 3.76 1.09 2.88
H 1.94 1.97 3.94
H 2.23 3.66 3.21
H 2.97 3.18 4.79
C 3.20 -2.57 -1.38
N 3.84 -3.60 -2.22
O 3.28 -4.64 -2.44
O 4.88 -3.34 -2.75
H 2.66 -1.92 -2.07
H 3.98 -2.17 -0.74
H 2.56 -3.06 -0.64
C 3.24 -2.37 4.41
N 2.42 -2.10 3.21
O 1.51 -1.22 3.34
O 2.75 -2.67 2.18
H 3.10 -3.43 4.63
H 3.05 -1.69 5.24
H 4.28 -2.25 4.11
C -1.96 6.12 -1.01
C -1.36 5.96 0.44
C -1.96 4.87 1.35
O -0.77 4.16 1.82
C 0.24 4.53 1.05
O 1.30 3.98 1.12
O -0.07 5.55 0.28
H -1.89 5.19 -1.59
H -1.51 6.98 -1.51
H -3.03 6.27 -0.87
H -1.38 6.91 0.98
H -2.56 4.17 0.78
H -2.49 5.20 2.24
C -5.00 1.69 1.50
C -3.89 0.76 0.91
C -2.72 0.36 1.89
O -2.76 -1.00 1.76
C -3.84 -1.50 1.31
O -4.23 -2.69 1.53
O -4.59 -0.51 0.75
H -5.84 1.60 0.81
H -4.64 2.72 1.45
H -5.31 1.45 2.52
H -3.47 1.24 0.03
H -2.87 0.77 2.89
H -1.77 0.82 1.59
C -1.77 3.05 4.75
C -2.95 2.46 5.51
C -4.36 2.80 5.08
O -5.01 1.57 5.19
C -4.13 0.53 5.35
O -4.42 -0.65 5.30
O -2.85 1.03 5.40
H -0.82 2.72 5.18
H -1.89 4.13 4.79
H -1.90 2.86 3.69
H -2.73 2.77 6.53
H -4.41 3.26 4.09
H -4.80 3.51 5.77
C -0.84 -7.17 -0.75
C -0.99 -5.76 -0.25
C 0.01 -4.78 -0.92
O -0.80 -3.85 -1.51
C -2.15 -4.19 -1.31
O -3.08 -3.62 -1.84
O -2.26 -5.31 -0.68
H 0.07 -7.59 -0.33
H -0.84 -7.19 -1.84
H -1.73 -7.74 -0.48
H -1.06 -5.69 0.83
H 0.65 -5.30 -1.64
H 0.68 -4.31 -0.20
C -1.28 -1.93 4.67
C -1.14 -3.39 4.47
C -0.95 -3.73 2.97
O 0.13 -4.56 2.96
C 0.60 -4.78 4.14
O 1.36 -5.65 4.43
O 0.06 -3.86 5.02
H -0.86 -1.30 3.88
H -0.90 -1.57 5.62
H -2.34 -1.71 4.63
H -1.93 -3.96 4.95
H -0.80 -2.85 2.34
H -1.84 -4.22 2.59
C 0.76 -2.88 -4.10
C -0.73 -2.43 -4.30
C -0.97 -1.00 -3.79
O -1.69 -0.50 -4.86
C -1.70 -1.25 -5.94
O -2.17 -0.85 -7.00
O -1.00 -2.37 -5.68
H 0.95 -3.02 -3.04
H 1.48 -2.25 -4.62
H 0.82 -3.81 -4.66
H -1.41 -3.06 -3.72
H -0.04 -0.49 -3.58
H -1.55 -1.00 -2.87
O 2.18 0.23 -3.01
P 3.10 1.36 -3.21
N 2.46 2.92 -2.80
C 3.23 4.14 -2.66
C 1.04 3.19 -2.92
N 3.67 1.52 -4.82
C 2.69 1.20 -5.90
C 4.83 2.29 -5.22
N 4.58 1.23 -2.21
C 5.83 0.63 -2.77
C 4.49 1.01 -0.76
H 2.65 4.99 -2.31
H 3.67 4.42 -3.62
H 4.08 4.04 -1.99
H 0.72 3.86 -2.12
H 0.55 2.22 -2.90
H 0.82 3.71 -3.85
H 2.41 2.16 -6.33
H 3.10 0.71 -6.78
H 1.82 0.69 -5.48
H 5.65 1.63 -5.49
H 4.67 2.84 -6.15
H 5.10 3.00 -4.44
H 6.37 1.35 -3.38
H 6.54 0.27 -2.02
H 5.59 -0.29 -3.31
H 3.70 1.60 -0.29
H 5.42 1.19 -0.22
H 4.27 -0.05 -0.65
```

Computed properties:
Molecular weight ... 1096.9 Da
DFT total energy ... -4335.9646 a.u.
HOMO energy ... -8.5 eV
Relative energy (zero: lowest compared OMol25 entry of this formula, charge and spin) ... 0.0 kcal/mol
HOMO-LUMO gap ... 8.0 eV
Strongest force on any atom ... 6.0 eV Å⁻¹

These are the Mulliken partial charges, in e, on atoms 1 to 99: C -0.335; N 0.986; O -0.546; O -0.597; H -0.061; H 0.316; H 0.225; C -0.936; N 0.944; O -0.469; O -0.137; H 0.187; H 0.017; H 0.273; C -0.534; N 0.956; O -0.570; O -0.491; H 0.129; H 0.144; H 0.348; C 0.297; N 1.054; O -0.608; O -0.655; H -0.173; H 0.347; H -0.289; C -0.958; N 0.786; O -0.291; O -0.465; H 0.316; H 0.269; H 0.354; C -1.394; C 0.395; C -0.361; O 0.029; C 0.292; O -0.483; O -0.333; H 0.303; H 0.402; H 0.411; H 0.296; H 0.094; H 0.316; C -1.414; C 0.450; C 1.913; O 0.382; C 0.483; O -0.675; O -0.439; H 0.401; H 0.184; H 0.331; H 0.292; H -1.789; H -0.192; C -1.023; C 0.251; C -0.322; O -0.380; C 0.647; O -0.520; O -0.292; H 0.393; H 0.404; H -0.021; H 0.464; H 0.114; H 0.392; C -1.712; C 0.748; C 0.327; O 0.352; C 0.267; O -0.586; O -0.395; H 0.381; H 0.399; H 0.411; H -0.086; H 0.177; H -0.117; C -0.883; C 0.599; C 0.355; O -0.327; C 0.308; O -0.599; O -0.428; H -0.367; H 0.493; H 0.271; H 0.418; H -0.369